1.
{
  "formula": "H16O8",
  "method": "wB97M-V/def2-TZVPD",
  "species": ["O", "H", "H", "H", "O", "H", "O", "H", "H", "H", "O", "H", "O", "H", "H", "O", "H", "H", "O", "O", "H", "H", "H", "H"],
  "positions_angstrom": [[-2.1887, 0.2192, -0.7081], [2.1685, -1.0581, 1.9053], [0.1992, 1.0909, -1.1580], [0.0610, 0.3221, 0.0930], [0.0866, 0.7075, -2.0278], [-1.0890, 1.9780, -0.2538], [-0.1556, 1.7664, -0.2736], [-0.4765, 1.3268, -2.4920], [2.1474, -0.1088, 0.7263], [-0.6487, -3.4882, 2.0031], [1.8033, -0.9497, 1.0272], [1.2726, 2.0105, 1.9550], [-0.3909, -0.5188, 0.1627], [-0.1482, -1.6412, -1.4305], [0.2556, -1.1072, 0.5527], [-0.6710, -1.2284, -2.1180], [-0.4958, -0.2922, -2.0232], [0.1743, -2.2322, 1.8103], [1.4836, 2.0579, 1.0225], [-0.4187, -2.6614, 2.4271], [-2.5210, -0.5951, -1.0858], [-1.3891, -0.0379, -0.2491], [0.2765, 2.6031, -0.4450], [0.6643, 1.8369, 0.5796]],
  "atomic_forces_ev_per_a": [[-4.6, 3.1, -1.1], [0.2, -0.1, 0.3], [0.5, -1.0, -2.4], [0.4, -1.6, 1.0], [3.7, 3.8, -5.2], [-1.5, -0.7, -0.1], [-5.0, 6.3, 1.7], [-0.1, 0.2, -0.4], [0.2, 0.6, -0.1], [-0.1, -0.2, -0.1], [1.0, -0.8, 0.5], [0.3, 0.1, 0.4], [3.8, -1.7, 3.3], [-0.2, -0.2, -0.5], [0.2, 0.0, 0.1], [-1.8, -7.0, -1.6], [-0.5, -0.8, -0.2], [0.1, -0.1, 0.1], [3.7, 0.5, 2.4], [0.0, 0.1, 0.3], [0.1, 0.0, -0.3], [-1.9, -0.9, -0.2], [0.2, 1.1, -0.7], [1.1, -0.5, 2.8]],
  "homo_lumo_gap_ha": 0.3041
}

=====

2.
{
  "formula": "C39H30N9O6Se2Y",
  "method": "wB97M-V/def2-TZVPD",
  "species": ["C", "C", "C", "H", "C", "H", "N", "C", "C", "N", "C", "H", "H", "Y", "H", "N", "H", "O", "C", "C", "H", "H", "H", "H", "H", "C", "H", "C", "C", "Se", "C", "C", "N", "H", "H", "C", "C", "Se", "C", "O", "C", "H", "C", "N", "C", "H", "H", "C", "C", "C", "C", "N", "O", "C", "H", "N", "C", "H", "C", "C", "C", "C", "O", "N", "H", "C", "H", "H", "C", "H", "O", "H", "H", "C", "C", "H", "N", "C", "H", "H", "C", "H", "H", "C", "C", "O", "C"],
  "positions_angstrom": [[2.5065, 0.0842, 1.4129], [-1.6210, -4.3399, -1.9669], [-2.4766, 0.7354, 1.7492], [1.2558, -4.0335, 1.3833], [-5.2744, -4.0987, -1.5511], [1.8197, 1.9066, 5.4526], [1.1726, -0.1417, 1.1045], [2.2103, -3.5446, 1.5565], [-4.3037, -6.4342, -1.4105], [1.0267, -1.3429, -2.0640], [-3.3266, 1.4226, 0.8307], [2.9383, -3.9003, 0.8275], [2.7258, 1.0892, 4.1451], [-1.4769, -1.4295, -1.7264], [1.6911, 0.1481, 5.2437], [-3.4946, -2.8163, -1.8833], [2.3345, 3.3219, 3.6241], [0.6623, 1.1989, 3.8680], [-0.6176, 2.3130, 2.2724], [0.9147, -1.4667, 1.1077], [5.2287, 1.9574, 1.9320], [0.9232, 4.3841, -2.7740], [-2.4081, 1.6950, -2.5792], [6.2144, -0.2593, 2.2711], [4.8752, -1.1265, -2.4009], [3.2594, 1.2423, 1.5298], [-4.7907, 0.7921, -2.1762], [3.0335, -0.0387, -2.2878], [0.5375, 2.2884, 3.0790], [5.1359, 3.2557, -2.4781], [5.1634, -0.1825, 2.0299], [1.7997, 1.0952, 4.7244], [4.9069, 1.5177, -2.3924], [3.7074, -3.3510, -2.2373], [4.8352, -2.3140, 2.0978], [-0.7854, 3.3335, 1.3416], [4.4048, -1.3359, 1.9303], [-0.7721, -2.2007, 0.8079], [4.5998, 1.0824, 1.8377], [-3.1881, -7.1337, -1.3971], [-4.9288, 3.1396, 0.2864], [2.5664, -3.7889, 2.5563], [-3.6013, 0.7445, -0.3881], [-0.5580, 0.8380, -2.3026], [0.1594, 4.3413, 1.2385], [1.2381, -3.3805, -1.9857], [-1.6501, 3.3416, 0.6991], [-4.5685, 1.2983, -1.2432], [-3.0910, -4.0912, -1.8049], [2.7796, 2.4448, -2.4154], [1.7728, -2.4431, -2.0688], [3.4117, 3.5924, -2.4653], [-0.9598, -3.2745, -2.3026], [-1.3434, 1.8859, -2.5360], [2.8148, 2.2199, 1.3903], [-4.8184, -2.8513, -1.7223], [1.6396, -0.1492, -2.1979], [-5.9838, 2.8565, -1.5655], [1.3390, 2.3125, -2.4312], [-4.1856, -4.9468, -1.5909], [3.0634, -1.1784, 1.6141], [3.6187, 1.2802, -2.3702], [-1.1291, -5.4331, -1.7749], [-1.4566, 1.1782, 2.4267], [-3.7741, 3.1152, 2.0845], [-5.2263, 2.4606, -0.9016], [1.9862, 5.1482, 2.0186], [-1.0839, 0.5563, 3.1425], [0.7814, 1.0339, -2.2896], [-6.3163, -4.3378, -1.4156], [-5.3920, -6.9188, -1.2735], [-1.5633, 3.9758, -2.9399], [-2.6811, -0.3221, 1.8891], [1.4625, 3.3163, 2.9854], [-0.8667, 3.1791, -2.7209], [-2.3697, -6.6049, -1.5221], [2.0420, -2.1088, 1.4304], [3.8010, -1.2077, -2.2994], [-5.4661, 4.0419, 0.5408], [0.4726, 0.5620, 0.9321], [1.2657, 4.3434, 2.0745], [0.0172, 5.1398, 0.5238], [-5.3566, -2.0015, -1.7264], [0.4878, 3.4022, -2.6427], [3.1598, -2.4196, -2.1998], [-2.8815, -0.2986, -0.7044], [-3.9749, 2.6356, 1.1338]],
  "atomic_forces_ev_per_a": [[0.2, -0.2, 0.0], [-0.1, -0.6, -0.1], [0.1, -0.2, 0.0], [0.0, 0.0, 0.0], [0.0, -0.2, 0.0], [-0.1, 0.0, 0.0], [0.1, -0.2, -0.1], [0.1, -0.3, 0.0], [-0.1, 0.3, 0.0], [0.1, 0.2, -0.1], [-0.1, 0.3, -0.5], [0.0, 0.1, 0.0], [-0.1, 0.0, 0.0], [0.4, 2.4, -0.4], [0.0, 0.0, 0.0], [0.3, -0.3, -0.2], [0.0, 0.0, 0.0], [-0.1, 0.0, 0.0], [0.3, 0.4, 0.0], [-0.2, 0.2, 0.0], [0.0, 0.0, 0.0], [0.0, 0.0, 0.0], [0.0, 0.0, 0.0], [0.0, 0.0, 0.0], [0.0, 0.0, 0.0], [0.0, 0.0, -0.3], [0.0, 0.0, 0.0], [-0.3, -0.3, 0.1], [-0.2, 0.0, 0.0], [0.3, 0.2, 0.0], [0.0, -0.1, 0.1], [0.2, -0.1, 0.2], [0.1, -0.7, 0.0], [0.0, 0.0, 0.0], [0.0, 0.0, 0.0], [-0.1, -0.2, 0.0], [0.0, -0.1, 0.0], [0.4, -0.4, 1.2], [0.0, 0.1, 0.0], [0.1, -0.4, 0.0], [-0.1, 0.1, 0.0], [0.0, 0.0, 0.0], [0.1, 0.3, 0.4], [0.2, 0.0, -0.2], [0.1, 0.0, 0.0], [0.0, 0.0, 0.0], [-0.1, 0.0, 0.0], [-0.1, -0.1, 0.0], [-0.3, 0.0, -0.1], [0.5, 0.0, 0.0], [0.0, -0.1, 0.0], [-0.6, 0.2, 0.0], [0.4, -2.4, -0.9], [-0.1, 0.0, 0.1], [0.2, -0.2, -0.1], [0.0, 0.0, 0.1], [0.3, -0.2, 0.1], [0.0, 0.0, 0.0], [-0.4, -0.2, 0.0], [0.2, 0.0, 0.0], [0.0, 0.3, 0.0], [0.1, 0.5, 0.0], [-0.1, 0.1, 0.0], [-0.3, -0.1, 0.1], [0.0, 0.1, 0.0], [0.1, 0.0, 0.0], [0.0, 0.0, 0.0], [0.0, -0.1, -0.1], [-0.1, 0.4, -0.1], [0.0, 0.0, 0.0], [0.0, 0.0, 0.0], [0.0, 0.0, 0.0], [0.1, 0.0, 0.2], [-0.1, 0.2, 0.3], [-0.1, 0.0, 0.0], [-0.1, 0.2, 0.0], [0.0, 0.1, -0.1], [-0.1, 0.1, 0.0], [0.0, 0.0, 0.0], [0.0, 0.0, -0.1], [-0.1, 0.0, 0.0], [0.0, 0.0, 0.0], [0.0, 0.1, 0.0], [0.1, -0.1, 0.0], [0.0, 0.0, 0.0], [-1.3, 0.9, 0.3], [0.0, -0.2, 0.2]],
  "homo_lumo_gap_ha": 0.2730,
  "charge": 2
}

=====

3.
{
  "formula": "C2H5N3O3",
  "method": "wB97M-V/def2-TZVPD",
  "species": ["H", "C", "O", "N", "N", "H", "H", "O", "O", "H", "C", "N", "H"],
  "positions_angstrom": [[-1.3302, -1.9663, -0.5103], [1.9652, 0.6229, -0.2565], [-2.7982, -0.4606, -0.2354], [-1.1695, 1.4536, 0.2262], [0.7217, -0.2681, -0.1628], [1.9480, 1.8695, -0.4726], [-0.4884, 2.1368, 0.0937], [0.9893, -1.6495, 0.1990], [2.9670, -0.0653, 0.0803], [-2.6939, 0.8031, 0.8290], [-0.6582, 0.1823, -0.0079], [-1.5029, -1.0215, 0.0807], [2.0502, -1.6369, 0.1365]],
  "atomic_forces_ev_per_a": [[0.0, 3.4, 1.6], [0.2, -3.2, 2.4], [0.3, 1.0, 3.2], [-0.2, -6.8, -0.9], [0.8, 3.3, -0.3], [-0.3, -3.8, 0.4], [1.4, 1.5, 0.3], [2.2, 2.2, -0.8], [-2.2, 3.2, -1.8], [1.0, -2.4, -3.3], [-0.2, -1.5, 0.8], [-0.3, 2.8, -2.0], [-2.7, 0.3, 0.3]],
  "homo_lumo_gap_ha": 0.3098
}

=====

4.
{
  "formula": "C22H27CoFN6O3P",
  "method": "wB97M-V/def2-TZVPD",
  "species": ["C", "H", "H", "C", "H", "C", "C", "C", "C", "H", "C", "N", "H", "H", "C", "F", "H", "C", "O", "C", "N", "C", "H", "C", "N", "H", "C", "H", "C", "H", "H", "H", "H", "H", "H", "H", "Co", "C", "C", "H", "O", "H", "C", "H", "H", "H", "C", "H", "H", "O", "C", "N", "H", "N", "C", "C", "H", "C", "H", "P", "N"],
  "positions_angstrom": [[-0.3686, -0.2859, 0.4272], [2.3591, -6.6437, 0.6442], [4.4025, -3.4348, -1.0886], [-2.2605, -2.0233, -0.5136], [-2.7903, 5.8857, 0.5607], [-1.1580, -2.5649, 0.1190], [3.9141, -3.1785, -0.1463], [1.6475, -4.4320, -1.4414], [-3.6768, -0.2523, -1.3360], [-2.0119, 6.4296, 2.0665], [-0.8102, 2.4634, 0.1651], [4.1369, -1.6264, 3.4496], [0.1627, 6.6082, -1.5350], [3.8316, -6.2846, -0.2794], [-0.0460, 4.6120, -0.7062], [1.2275, 2.8427, 1.2805], [-1.2433, 7.6337, 0.1258], [-3.5877, 0.3613, -2.7024], [-1.9203, -4.7275, -0.4007], [0.5770, 0.6241, 0.9303], [-2.4532, -0.7225, -0.6967], [-1.1308, -4.0699, 0.2276], [-2.6138, 1.9624, -0.8180], [-0.1646, -1.7111, 0.6011], [-0.8762, 6.6972, 0.3029], [0.9181, 4.6847, -0.1830], [5.1854, -1.2654, 2.6967], [-4.2293, 1.2040, -2.9167], [3.1827, -5.9384, 0.5284], [3.7568, -5.8775, 1.4520], [0.8590, -5.1788, -1.3533], [-3.6374, -1.8404, -2.8903], [-3.0250, -2.6910, -0.8883], [0.1337, 4.1077, -1.6550], [-5.2737, -1.0985, -2.5976], [2.3434, -4.7321, -2.2273], [1.2376, -3.7827, 1.7319], [0.3438, 1.9580, 0.7920], [-4.2016, -0.9936, -2.5247], [1.2133, -3.4681, -1.7070], [0.9229, -2.0745, 1.1887], [-1.5014, 5.9725, -1.5593], [3.4238, -2.5842, 3.0969], [-0.4277, 4.5449, 1.9866], [-0.0089, 6.8190, 0.8322], [-2.0802, 3.9368, 1.8753], [-1.5222, 0.1897, -0.2091], [-2.6087, 0.3969, -3.1619], [1.4662, 0.2714, 1.4338], [-0.2315, -4.5726, 1.0389], [-1.7310, 1.5740, -0.3331], [2.7010, -3.4842, 2.8129], [-4.3862, 0.1509, -0.6250], [6.0842, -0.9573, 2.0442], [-1.3188, 4.5069, 1.3437], [-0.5682, 6.0050, -1.0004], [3.5523, -2.1523, -0.2032], [-1.8600, 5.9056, 1.1252], [4.6410, -3.2587, 0.6597], [2.5498, -4.3124, 0.1078], [-1.0501, 3.8717, 0.0521]],
  "atomic_forces_ev_per_a": [[0.1, 0.0, 0.1], [0.0, 0.0, 0.0], [0.0, 0.0, 0.0], [-0.1, 0.1, 0.0], [0.0, 0.0, 0.0], [0.0, -0.1, 0.0], [0.1, 0.0, 0.0], [0.0, -0.1, 0.0], [0.0, 0.0, 0.0], [0.0, 0.0, 0.0], [0.0, 0.0, -0.1], [0.1, 0.1, -0.1], [0.0, 0.0, 0.0], [0.0, 0.0, 0.0], [0.0, 0.0, 0.0], [0.0, 0.0, 0.0], [0.0, 0.0, 0.0], [0.0, 0.0, 0.0], [0.0, 0.0, 0.0], [0.0, 0.0, 0.0], [0.0, 0.0, 0.0], [0.0, 0.0, 0.0], [0.0, 0.0, 0.0], [-0.1, 0.1, 0.0], [0.0, 0.0, 0.0], [0.0, 0.0, 0.0], [0.0, -0.2, 0.1], [0.0, 0.0, 0.0], [0.1, 0.0, -0.1], [0.0, 0.0, 0.0], [0.0, 0.0, 0.0], [0.0, 0.0, 0.0], [0.0, 0.0, 0.0], [0.0, 0.0, 0.0], [0.0, 0.0, 0.0], [0.0, 0.0, 0.0], [0.0, 0.0, 0.0], [0.0, 0.0, 0.0], [0.0, 0.0, 0.0], [0.0, 0.0, 0.0], [0.0, 0.0, 0.0], [0.0, 0.0, 0.0], [-0.1, 0.0, -0.1], [0.0, 0.0, 0.0], [0.0, 0.0, 0.0], [0.0, 0.0, 0.0], [0.0, 0.0, 0.0], [0.0, 0.0, 0.0], [0.0, 0.0, 0.0], [0.0, 0.0, -0.1], [0.0, 0.0, 0.0], [0.1, -0.1, 0.1], [0.0, 0.0, 0.0], [0.0, 0.1, 0.0], [0.0, 0.0, 0.0], [0.0, 0.0, 0.0], [0.0, 0.0, 0.0], [0.0, 0.0, 0.0], [0.0, 0.0, 0.0], [-0.1, 0.0, 0.0], [-0.1, -0.1, 0.2]],
  "homo_lumo_gap_ha": [0.2747, 0.2731],
  "charge": 2
}

=====

5.
{
  "formula": "C5H12N2",
  "method": "wB97M-V/def2-TZVPD",
  "species": ["C", "H", "H", "H", "H", "H", "H", "H", "N", "H", "C", "H", "N", "H", "H", "C", "H", "C", "C"],
  "positions_angstrom": [[0.4380, 0.0819, -2.2701], [-0.2131, 1.5943, -0.1895], [-1.3836, 0.2154, 3.1149], [0.8522, 1.0803, -2.2990], [0.8886, -0.2499, 2.8574], [-1.7107, 0.7430, -0.2765], [1.4265, -0.9018, 1.2995], [-0.9688, -1.0073, 1.1094], [0.9799, -0.8261, -3.2568], [1.5503, 0.8077, 1.5189], [0.9331, -0.0428, 1.7876], [-1.2174, 1.6315, 2.3241], [-1.4367, 0.6548, 2.2018], [-0.0872, -1.4011, -0.8470], [0.5494, -0.8234, -4.1719], [-0.5112, -0.0251, 1.2941], [0.7635, -1.7360, -2.8731], [-0.2179, -0.3819, -1.2074], [-0.6349, 0.5864, -0.1165]],
  "atomic_forces_ev_per_a": [[0.6, -1.5, -0.8], [0.4, -0.2, -0.1], [-0.1, 0.2, 0.0], [-0.7, 0.4, -0.4], [0.5, 0.2, 0.0], [0.0, 0.0, 0.2], [0.1, 0.2, 0.3], [0.6, -0.2, 0.7], [-0.1, 0.1, 1.0], [-0.3, 0.5, 0.2], [-0.3, -1.8, -0.5], [0.2, 0.2, 0.0], [-0.2, -0.3, 0.1], [-0.8, -0.3, -0.8], [-0.1, 0.6, 0.0], [-0.5, 1.1, -1.0], [0.2, -0.4, -0.3], [1.6, 1.8, 1.3], [-1.2, -0.3, 0.1]],
  "homo_lumo_gap_ha": 0.3539,
  "smiles": "C[C@@H](N)C/C=C/N"
}

=====

Energy? In order: -611.19989; -7289.40755; -468.87861; -3232.23391; -307.17250 a.u..
Energy above the lowest of the compared OMol25 structures with the same formula, charge and spin? In order: 240.16; 28.50; 202.11; 0.00; 35.67 kcal per mole.